# 1
Here is 2 unconnected molecules or ions with the total composition CH5O2PS2 at a distorted geometry from OMol25. Energies are from ωB97M-V with the def2-TZVPD basis set.

Computed properties:
- SMILES string = O=CO.SPS

```
! RIJCOSX wB97M-V def2-TZVPD def2/J DEFGRID3
* xyz 0 1
O -0.496 -0.536 -1.423
C -0.679 -1.681 -1.681
O -1.872 -2.342 -1.688
H 0.247 -2.270 -1.932
H -2.555 -1.681 -1.663
S 0.679 -1.114 1.630
P -0.619 0.596 1.043
S 0.483 2.178 0.163
H 1.548 -0.580 2.492
H -0.498 1.321 2.206
H 0.341 2.449 -1.100
*
```

natural (NBO) atomic charges, in units of e:
1. O -0.593
2. C 0.655
3. O -0.677
4. H 0.130
5. H 0.493
6. S -0.339
7. P 0.410
8. S -0.333
9. H 0.144
10. H -0.043
11. H 0.152

=====

# 2
Here is CH5O3P in the gas phase at a distorted geometry from OMol25. Energies are from ωB97M-V with the def2-TZVPD basis set.

Computed properties:
- SMILES string = COO[PH2]=O

```
! RIJCOSX wB97M-V def2-TZVPD def2/J DEFGRID3
* xyz 0 1
C -0.193 -1.437 -0.871
O -0.751 -0.210 -0.647
O 0.326 0.593 -0.390
P 0.268 1.452 0.944
O 1.601 1.874 0.970
H 0.555 -1.368 -1.582
H -1.088 -1.983 -1.244
H 0.092 -1.867 0.078
H -0.680 2.366 0.876
H -0.131 0.580 1.865
*
```

natural (NBO) atomic charges, in units of e:
1. C -0.249
2. O -0.269
3. O -0.551
4. P 1.873
5. O -1.072
6. H 0.188
7. H 0.193
8. H 0.169
9. H -0.134
10. H -0.148

=====

# 3
Here is 3 unconnected molecules or ions with the total composition CH5O3P at a distorted geometry from OMol25. Energies are from ωB97M-V with the def2-TZVPD basis set.

Computed properties:
- SMILES string = C=O.O=P.O

```
! RIJCOSX wB97M-V def2-TZVPD def2/J DEFGRID3
* xyz 0 1
C 0.404 0.069 -1.593
O 0.162 0.349 -0.478
H 0.665 0.866 -2.355
H 0.564 -0.910 -2.001
O -0.839 3.392 -0.161
P -0.965 2.273 0.766
H 0.301 1.987 1.511
O -0.209 -2.363 1.606
H 0.150 -2.446 0.697
H -0.233 -3.215 2.007
*
```

natural (NBO) atomic charges, in units of e:
1. C 0.322
2. O -0.512
3. H 0.107
4. H 0.109
5. O -1.011
6. P 1.170
7. H -0.186
8. O -0.939
9. H 0.470
10. H 0.469

=====

# 4
Here is 3 unconnected molecules or ions with the total composition CH5O4 from OMol25. Energies are from ωB97M-V with the def2-TZVPD basis set.

```
! RIJCOSX wB97M-V def2-TZVPD def2/J DEFGRID3
* xyz -1 1
O -0.916 0.145 1.004
C -0.421 1.213 0.583
O 0.207 1.388 -0.482
H -0.549 2.090 1.260
H 1.915 -0.034 0.136
H 1.415 -1.459 0.400
O 2.160 -0.870 0.556
H -1.593 -0.881 -0.454
H -0.749 -0.490 -1.604
O -1.470 -1.102 -1.398
*
```

natural (NBO) atomic charges, in units of e:
1. O -0.801
2. C 0.632
3. O -0.808
4. H 0.013
5. H 0.495
6. H 0.478
7. O -0.980
8. H 0.499
9. H 0.480
10. O -1.008

=====

no.,E_LUMO (eV)
1,0.41
2,0.90
3,-0.02
4,4.44